Record 1
DFT (the ωB97M-V functional and the def2-TZVPD basis) results for a cluster of 3 separate species, C21H44BrN3O7PS2 in total in a non-equilibrium geometry.

Last column: Mulliken spin population.
Atoms and positions in Å:
C 5.8066 -1.0823 -2.1250  0.00
C 6.5233 -0.3049 -3.4182  0.00
C 6.8862 1.2695 -2.9990  0.00
Br 5.8805 2.6068 -4.1658  0.00
S 8.7253 1.6311 -3.0416  0.00
O 9.6255 0.4415 -2.5750  0.00
O 9.0927 1.8483 -4.5617  0.00
N 9.1981 3.0498 -2.1393  0.00
S 8.4544 3.1143 -0.5605  0.00
O 9.3083 4.0794 0.3459  0.00
O 7.0105 3.7493 -0.6240  0.00
P 8.2290 1.2230 0.4212  0.00
O 9.4008 1.1307 1.5107  0.00
H 4.8398 -1.6802 -2.4841  0.00
H 5.4542 -0.3476 -1.2848  0.00
H 6.6252 -1.7861 -1.6462  0.00
H 5.6745 -0.2850 -4.2570  0.00
H 7.4761 -0.8863 -3.7698  0.00
H 6.4899 1.4704 -1.8983  0.00
H 6.9868 1.2137 1.2058  0.00
H 8.1534 0.0792 -0.4509  0.00
C 0.5962 -2.8161 1.5265  0.02
C 1.0470 -1.6195 0.6379  0.02
C -0.0507 -0.5155 0.5691  0.03
C -1.1773 -0.7423 -0.4308  -0.03
C -0.6338 -1.1838 -1.7883  0.03
C 0.2997 -2.4107 -1.6641  0.03
N 1.4304 -2.1619 -0.7070  0.27
O 2.3118 -1.2484 -1.3111  0.65
C -0.5485 -3.6357 -1.2243  0.01
C 0.8127 -2.8159 -3.0810  -0.01
C 2.2473 -0.9960 1.4301  -0.01
H 0.8290 -3.7830 1.0685  -0.01
H 1.1128 -2.8384 2.4919  0.00
H -0.4789 -2.7907 1.7403  0.00
H 0.4206 0.4448 0.3082  0.00
H -0.4901 -0.3637 1.5680  0.00
H -1.8847 -1.4765 -0.0403  0.00
H -1.7444 0.1885 -0.5546  0.00
H -1.4787 -1.4112 -2.4480  0.00
H -0.1192 -0.3381 -2.2569  0.00
H 0.0708 -4.5334 -1.1213  0.00
H -1.3217 -3.8609 -1.9711  0.00
H -1.0837 -3.4880 -0.2849  0.00
H 1.3577 -2.0108 -3.5855  0.00
H -0.0230 -3.0831 -3.7385  0.00
H 1.4738 -3.6902 -3.0221  0.00
H 3.0954 -1.6878 1.4871  0.00
H 1.9486 -0.7523 2.4580  0.00
H 2.6021 -0.0565 0.9879  0.00
C -5.8288 1.7383 -0.3380  0.01
C -5.5937 0.5541 0.6453  0.01
C -6.9382 0.0144 1.2194  0.02
C -7.5288 0.7815 2.3955  -0.02
C -6.4654 1.0876 3.4484  0.02
C -5.2370 1.8011 2.8366  0.03
N -4.6375 1.0164 1.7045  0.28
O -4.0106 -0.1168 2.2516  0.65
C -5.6693 3.2184 2.3698  0.01
C -4.1950 2.0926 3.9609  -0.01
C -5.0189 -0.5828 -0.2680  -0.02
H -5.1271 2.5618 -0.1700  -0.01
H -5.6707 1.4520 -1.3833  0.00
H -6.8471 2.1388 -0.2674  0.00
H -6.7954 -1.0248 1.5541  0.00
H -7.6919 -0.0378 0.4174  0.00
H -8.0020 1.7010 2.0453  0.00
H -8.3278 0.1848 2.8525  0.00
H -6.9155 1.7062 4.2329  0.00
H -6.1774 0.1544 3.9440  0.00
H -4.8301 3.7655 1.9266  0.00
H -6.0301 3.8137 3.2193  0.00
H -6.4866 3.2152 1.6470  0.00
H -3.8543 1.1869 4.4742  0.00
H -4.6232 2.7431 4.7327  0.00
H -3.3140 2.6056 3.5539  0.00
H -4.0403 -0.3121 -0.6807  0.01
H -5.6920 -0.7791 -1.1128  0.00
H -4.9136 -1.5375 0.2625  0.00

Output
M: 625.61 g mol⁻¹
charge: -1
Kohn-Sham gap (alpha / beta): 7.5948 / 6.5438 eV
energy relative to the best compared isomer or geometry (same formula, charge and spin): 157.71 kcal/mol
largest force on an atom: 8.2 eV/Å
multiplicity: 3

---

Record 2
DFT (the ωB97M-V functional and the def2-TZVPD basis) results for a structure of composition C21H44GeN4O7SSi3Y in a non-equilibrium geometry.

Last column: Mulliken spin population.
Atoms and positions in Å:
Y 1.2691 0.3444 1.1203  0.24
N 1.1144 1.7193 3.3831  0.02
C 2.4896 1.4989 3.9439  0.00
C 2.8210 0.2393 3.1852  0.00
O 2.2254 -0.8099 3.4889  0.00
O 3.3564 0.4354 2.0336  0.01
H 0.9629 2.6939 3.1427  0.00
H 0.4217 1.4103 4.0530  0.00
H 2.4871 1.3880 5.0249  0.00
H 3.1325 2.3154 3.6302  0.00
C 2.0585 1.6658 -3.3542  0.00
C 1.9955 1.5052 -1.8744  0.02
N 1.8227 0.3675 -1.2836  -0.03
O 1.4812 -0.6571 -2.1812  -0.01
C 2.0403 2.7027 -1.0212  0.00
C 2.3449 4.0706 -1.5293  0.00
N 1.6664 2.4744 0.2017  -0.01
O 1.5252 3.4136 1.0759  0.00
H 1.0626 1.9098 -3.7349  0.00
H 2.3890 0.7505 -3.8365  0.00
H 2.7188 2.4915 -3.6107  0.00
H 2.2012 -1.3169 -2.1316  0.00
H 3.3500 4.1298 -1.9505  0.00
H 2.2701 4.7677 -0.6985  0.00
H 1.6423 4.3744 -2.3089  0.00
C -4.1739 2.4057 0.3115  0.06
Si -2.3259 2.4602 0.6040  -0.01
C -1.9409 3.2156 2.2637  0.00
C -1.4855 3.4298 -0.7382  0.01
Ge -1.7699 0.1274 0.5534  0.58
Si -2.4277 -0.9164 -1.5030  -0.03
C -4.2746 -1.1678 -1.3911  0.03
C -1.9819 0.2379 -2.8922  0.01
C -1.5560 -2.5399 -1.7069  0.03
Si -2.3474 -1.1408 2.5058  -0.01
C -4.1743 -0.8147 2.7087  0.05
C -1.4323 -0.5850 4.0348  0.00
C -2.0474 -2.9585 2.2201  0.01
H -4.5871 3.4150 0.3857  0.01
H -4.6814 1.7699 1.0394  -0.01
H -4.3987 2.0164 -0.6836  -0.01
H -2.4874 4.1577 2.3612  0.00
H -0.8739 3.4387 2.3258  0.00
H -2.2238 2.5770 3.1031  0.00
H -2.0084 4.3857 -0.8400  0.00
H -1.5078 2.9269 -1.7051  0.00
H -0.4497 3.6375 -0.4660  0.00
H -4.8034 -0.2336 -1.1937  0.00
H -4.5232 -1.8697 -0.5916  0.00
H -4.6476 -1.5811 -2.3314  0.00
H -2.5138 1.1885 -2.8236  0.00
H -2.2315 -0.2241 -3.8506  0.00
H -0.9072 0.4351 -2.8849  0.00
H -1.8065 -3.2518 -0.9181  0.00
H -0.4756 -2.3973 -1.7283  -0.01
H -1.8581 -2.9819 -2.6610  0.00
H -4.3649 0.2386 2.9244  -0.01
H -4.5708 -1.4129 3.5333  0.01
H -4.7235 -1.0727 1.8009  0.00
H -1.6194 0.4711 4.2413  0.00
H -0.3535 -0.7559 3.9777  0.00
H -1.8044 -1.1576 4.8896  0.00
H -2.3421 -3.2733 1.2184  0.00
H -2.6393 -3.5324 2.9381  0.00
H -1.0014 -3.2309 2.3739  0.00
N 1.5806 -2.1215 1.0349  0.04
C 2.3596 -2.6383 -0.0717  0.01
C 1.8011 -3.5737 -0.9251  -0.01
C 2.4080 -3.8250 -2.1480  0.00
C 3.5690 -3.1543 -2.5067  0.00
C 4.1794 -2.3087 -1.5820  0.00
C 3.5824 -2.0453 -0.3596  0.00
S 4.2379 -3.2748 -4.1626  0.00
O 4.4502 -1.8725 -4.4978  0.00
O 3.1682 -3.9250 -4.9025  0.00
O 5.4504 -4.0496 -4.0103  0.00
H 0.7217 -2.6596 1.1127  0.00
H 2.0598 -2.2056 1.9320  0.00
H 0.8560 -4.0401 -0.6712  0.00
H 1.9590 -4.4853 -2.8789  0.00
H 5.0947 -1.8077 -1.8713  0.00
H 4.0150 -1.3337 0.3351  0.00

Output
M: 742.45 g mol⁻¹
Kohn-Sham gap (alpha / beta): 6.7636 / 4.6367 eV
energy relative to the best compared isomer or geometry (same formula, charge and spin): 39.61 kcal/mol
largest force on an atom: 1.1 eV/Å
multiplicity: 2

---

What is the formula in the first record? C21H44BrN3O7PS2

---

Which of these has the lowest largest force on an atom? C21H44GeN4O7SSi3Y